1 | The following is a quantum chemistry calculation of a cluster of 2 separate species, C4H14N3 in total, from the Open Molecules 2025 dataset.

Structure (ORCA input):
```
! RIJCOSX wB97M-V def2-TZVPD def2/J DEFGRID3
* xyz 1 1
C 1.7442 -1.0384 0.9265
C -0.5843 -1.2167 0.1748
N 0.5771 -0.4532 0.3657
N -0.6731 -2.5377 0.1972
N -1.5947 -0.3708 0.0809
H 0.8114 0.4996 0.0802
H 0.1163 -3.1924 0.3090
H -1.4865 -3.0950 0.1093
H -1.5372 0.5821 0.2501
H -2.5405 -0.6284 -0.0860
H 1.7514 -2.0369 1.0575
H 2.0092 -0.4594 1.8631
H 2.5836 -0.5970 0.3178
C -0.2827 2.7785 -0.2552
C 0.6171 2.2937 -1.4060
H -0.1345 3.7155 -0.0088
H -1.3440 2.7550 -0.4769
H -0.1058 2.3098 0.7799
H 0.4351 2.9124 -2.3946
H 1.7180 2.5519 -1.2476
H 0.5926 1.3132 -1.7008
*
```

Properties
**E_HOMO**: -0.51175 hartree
**Gap between HOMO and LUMO**: 10.988 eV

Which charges does Löwdin predict for the atoms? In e, they are: -0.063, -0.354, 0.014, 0.234, 0.225, 0.100, 0.150, 0.128, 0.073, 0.132, 0.040, 0.120, 0.118, -0.159, -0.153, 0.006, 0.072, 0.096, 0.122, 0.097, 0.003

=====

2 | The following is a quantum chemistry calculation of a cluster of 2 separate species, C4H14N3 in total, from the Open Molecules 2025 dataset.

Structure (ORCA input):
```
! RIJCOSX wB97M-V def2-TZVPD def2/J DEFGRID3
* xyz 1 1
C -1.1429 -0.8728 2.0361
C -0.0138 -1.4455 -0.0686
N -1.0676 -0.9363 0.5777
N 0.7241 -2.4178 0.4935
N 0.4053 -0.8717 -1.1940
H -1.5835 -0.2673 0.0248
H 0.3494 -2.7609 1.3766
H 1.1685 -3.1673 -0.0142
H 0.9311 -1.3633 -1.8990
H 0.0236 0.0343 -1.4388
H -0.4135 -0.1686 2.4402
H -1.0648 -1.8636 2.4643
H -2.1348 -0.5233 2.3080
C 0.3248 2.2588 -0.5626
C 0.7635 3.5863 -1.1804
H 1.1165 1.5266 -0.7018
H 0.2738 2.3503 0.5323
H -0.6684 1.8321 -0.7402
H 0.3343 4.4090 -0.6084
H 0.2943 3.7073 -2.1542
H 1.8379 3.6847 -1.2823
*
```

Properties
**E_HOMO**: -0.54389 hartree
**Gap between HOMO and LUMO**: 11.766 eV

Which charges does Löwdin predict for the atoms? In e, they are: -0.023, -0.428, 0.047, 0.211, 0.212, 0.147, 0.115, 0.138, 0.142, 0.088, 0.106, 0.085, 0.103, -0.191, -0.136, 0.050, 0.071, 0.053, 0.071, 0.067, 0.073

=====

Short version: 1 is the least stable of them.

=====

1 | The following is a quantum chemistry calculation of an isolated molecule of C2H3FOS, from the Open Molecules 2025 dataset.

Structure (ORCA input):
```
! RIJCOSX wB97M-V def2-TZVPD def2/J DEFGRID3
* xyz 0 1
C -0.5703 -0.1443 0.0737
C 0.9911 -0.0709 -0.0249
H -1.9892 0.9910 0.0352
H 1.4249 0.5442 -0.9020
H 1.2106 0.4764 0.9149
O -1.0403 1.0491 -0.0514
F 1.4550 -1.3397 -0.0172
S -1.4818 -1.5058 -0.0282
*
```

Properties
**E_HOMO**: -0.33690 hartree
**Gap between HOMO and LUMO**: 9.393 eV
**SMILES**: OC(=S)CF

Which charges does Löwdin predict for the atoms? In e, they are: -0.870, -0.212, 0.097, 0.158, 0.125, 0.025, -0.048, 0.725

=====

2 | The following is a quantum chemistry calculation of a cluster of 2 separate species, C2H3FOS in total, from the Open Molecules 2025 dataset.

Structure (ORCA input):
```
! RIJCOSX wB97M-V def2-TZVPD def2/J DEFGRID3
* xyz 0 1
C -2.3991 0.5718 -0.5980
C 2.4083 -0.5529 0.5721
O -3.5452 0.5011 -0.8444
F -1.7058 1.7279 -0.9450
S 1.4071 -1.7212 0.2104
H 2.0141 0.3706 1.2496
H -1.6211 -0.1252 -0.0640
H 3.4418 -0.7721 0.4193
*
```

Properties
**E_HOMO**: -0.33906 hartree
**Gap between HOMO and LUMO**: 8.578 eV
**SMILES**: O=CF.C=S

Which charges does Löwdin predict for the atoms? In e, they are: -0.289, -0.620, 0.125, -0.006, 0.600, 0.067, 0.151, -0.028

=====

Short version: 2 is the least stable of them.

=====

1 | The following is a quantum chemistry calculation of an isolated molecule of H8Si4, from the Open Molecules 2025 dataset.

Structure (ORCA input):
```
! RIJCOSX wB97M-V def2-TZVPD def2/J DEFGRID3
* xyz 0 1
Si 2.5004 -0.5039 0.8210
Si -0.7542 0.3828 -1.3281
Si 1.5894 0.5333 -1.0920
Si -1.8949 -0.0312 0.6094
H 3.8077 -0.4442 1.7628
H 2.3887 -1.9862 1.0595
H -1.5008 1.3330 -2.0117
H -1.3056 -0.8818 -2.1855
H 1.9313 1.9583 -0.6008
H -1.3514 0.5099 1.9112
H -2.1997 -1.4435 0.4639
H -3.2109 0.5736 0.5904
*
```

Properties
**E_HOMO**: -0.29697 hartree
**Gap between HOMO and LUMO**: 6.650 eV
**SMILES**: [SiH2]=[SiH][SiH2][SiH3]

Which charges does Löwdin predict for the atoms? In e, they are: 0.432, 0.132, 0.163, 0.353, -0.127, -0.178, -0.170, -0.062, -0.168, -0.105, -0.129, -0.141

=====

2 | The following is a quantum chemistry calculation of an isolated molecule of H8Si4, from the Open Molecules 2025 dataset.

Structure (ORCA input):
```
! RIJCOSX wB97M-V def2-TZVPD def2/J DEFGRID3
* xyz 0 1
Si 2.0266 -0.2078 -0.5406
Si -0.0944 0.3295 0.5394
Si 4.1075 0.6548 -0.0108
Si -2.2276 -0.3557 -0.0250
H 2.1796 -1.6368 -0.5803
H 2.2233 -0.0145 -1.9896
H 0.7629 -0.3751 1.8101
H -0.1600 1.8010 0.7049
H 3.7172 2.1951 0.5544
H -2.9476 0.6958 -0.8833
H -3.2466 -0.4780 1.0205
H -2.1946 -1.3463 -1.1955
*
```

Properties
**E_HOMO**: -0.30706 hartree
**Gap between HOMO and LUMO**: 7.022 eV

Which charges does Löwdin predict for the atoms? In e, they are: 0.026, 0.218, 0.420, 0.359, -0.148, -0.139, -0.069, -0.134, -0.179, -0.109, -0.136, -0.108

=====

Short version: 2 is the least stable of them.

=====

1 | The following is a quantum chemistry calculation of an isolated molecule of C2H5N5, from the Open Molecules 2025 dataset.

Structure (ORCA input):
```
! RIJCOSX wB97M-V def2-TZVPD def2/J DEFGRID3
* xyz 0 1
N -0.0830 0.6924 -0.7404
C -0.9764 -0.1708 -0.1802
C 0.8977 -0.2456 -0.0193
N 2.1397 0.2826 0.2676
N -2.1853 0.1376 0.3385
N -0.6864 -1.4965 -0.6443
N 0.6053 -1.5051 -0.4818
H -0.0808 1.6446 -0.3870
H 2.6763 0.6189 -0.5249
H 2.7055 -0.3022 0.8636
H -2.7268 -0.6540 0.6533
H -2.2855 0.9981 0.8549
*
```

Properties
**E_HOMO (spin up / spin down)**: -0.24580 / -0.24665 hartree
**Gap between HOMO and LUMO (spin up / spin down)**: 6.766 / 6.824 eV
**SMILES**: N[C@@]12N=N[C@]1(N)N2

Which charges does Löwdin predict for the atoms? In e, they are: 0.183, -0.459, -0.466, 0.053, 0.213, -0.051, 0.022, 0.126, 0.073, 0.074, 0.115, 0.115

=====

2 | The following is a quantum chemistry calculation of a structure of composition C2H5N5, from the Open Molecules 2025 dataset.

Structure (ORCA input):
```
! RIJCOSX wB97M-V def2-TZVPD def2/J DEFGRID3
* xyz 0 1
C 1.5408 0.5929 0.8488
C -0.3809 -0.1069 -0.4159
H 2.4838 0.7175 0.1674
H 1.9422 0.4686 1.9730
H 0.8632 1.4565 0.9327
H 0.8887 -1.5969 0.7635
H -2.0421 -1.8383 -0.2234
N 0.6261 -0.5571 0.4832
N -0.4371 0.9695 -0.8456
N -1.6219 0.9674 -1.4921
N -2.3865 -0.0853 -1.3443
N -1.4763 -0.9880 -0.8472
*
```

Properties
**E_HOMO**: -0.33523 hartree
**Gap between HOMO and LUMO**: 9.752 eV

Which charges does Löwdin predict for the atoms? In e, they are: -0.129, -0.520, 0.100, 0.105, 0.058, 0.177, 0.226, -0.044, 0.071, -0.044, -0.014, 0.015

=====

Short version: 2 is the least stable of them.